Record 1
Density functional theory data (wB97M-V/def2-TZVPD) for a 3-piece molecular cluster, C11H33NO11P4 overall.

Element x y z (Å)
P  -0.6133  5.3833  2.9544
P  3.4518  0.3284  0.0104
P  0.2886  -5.0871  -4.2987
P  0.8798  -3.1883  -3.2789
O  -1.8918  6.3025  2.7411
O  -1.0248  -4.9655  -1.9983
O  0.6929  5.8016  3.7425
O  -0.2942  4.6285  1.7384
O  -1.2095  4.4987  4.1408
O  3.5791  0.5987  1.5873
O  2.9527  -1.0390  -0.1874
O  3.1971  1.1887  -1.3121
O  5.0522  0.4715  -0.2016
O  -0.2861  -2.1362  -3.7667
O  -3.1360  -3.5467  -1.2591
N  2.2505  -2.6751  -4.1922
C  1.0817  7.1767  3.8909
C  2.2826  2.3017  -1.3352
C  -1.6301  -5.4821  -0.8364
C  -5.2050  -4.5559  -2.1681
C  2.3768  0.7842  2.3627
C  -0.5476  -5.9576  -2.8789
C  -1.8147  7.4170  1.8313
C  -2.4826  3.8713  4.0043
C  5.9749  -0.1500  0.6803
C  -2.7930  -4.5732  -0.3645
C  -3.8220  -3.9810  -2.4227
H  -2.0032  -6.4989  -1.0077
H  1.8245  -0.1531  2.4237
H  -1.0142  -2.2807  -3.1540
H  2.6739  1.0882  3.3623
H  -2.6072  3.4470  3.0072
H  2.0134  7.1830  4.4477
H  -3.6498  -5.2040  -0.1082
H  0.1529  -6.6212  -2.3589
H  1.2472  7.6414  2.9177
H  -0.9739  8.0691  2.0680
H  -5.8473  -3.8559  -1.6356
H  -2.4963  -4.0833  0.5624
H  1.2718  1.9831  -1.0778
H  2.6062  3.0907  -0.6558
H  1.7466  1.5629  1.9334
H  -3.2815  4.5836  4.2081
H  -0.8685  -5.5719  -0.0542
H  1.4732  -5.8187  -4.5161
H  5.6499  -1.1567  0.9489
H  -5.6679  -4.7361  -3.1416
H  -1.3718  -6.5603  -3.2747
H  -5.1860  -5.5243  -1.6685
H  -1.7225  7.0514  0.8095
H  -2.7379  7.9783  1.9387
H  -2.5215  3.0727  4.7409
H  3.0176  -3.2482  -3.8460
H  6.9241  -0.2109  0.1512
H  2.4701  -1.7452  -3.8374
H  -3.9348  -3.0869  -3.0377
H  2.2839  2.6875  -2.3501
H  -3.2225  -4.6822  -3.0108
H  0.3315  7.7379  4.4495
H  6.1102  0.4467  1.5825

## Properties
Energy relative to the best compared isomer or geometry (same formula, charge and spin) = 0.0000 eV
E = -2686.7914 hartree
SMILES = CCOCCOC[PH]#P(N)O.COP(=O)(OC)OC.COP(=O)(OC)OC
HOMO = -6.80 eV

Electronic structure analysis, natural (NBO) charges in units of e: atom 1 (P): 2.547, atom 2 (P): 2.502, atom 3 (P): 0.094, atom 4 (P): 1.016, atom 5 (O): -0.799, atom 6 (O): -0.560, atom 7 (O): -0.780, atom 8 (O): -1.104, atom 9 (O): -0.817, atom 10 (O): -0.778, atom 11 (O): -1.083, atom 12 (O): -0.756, atom 13 (O): -0.823, atom 14 (O): -0.986, atom 15 (O): -0.522, atom 16 (N): -1.152, atom 17 (C): -0.255, atom 18 (C): -0.259, atom 19 (C): -0.087, atom 20 (C): -0.643, atom 21 (C): -0.265, atom 22 (C): -0.319, atom 23 (C): -0.258, atom 24 (C): -0.252, atom 25 (C): -0.247, atom 26 (C): -0.083, atom 27 (C): -0.070, atom 28 (H): 0.163, atom 29 (H): 0.199, atom 30 (H): 0.502, atom 31 (H): 0.197, atom 32 (H): 0.192, atom 33 (H): 0.207, atom 34 (H): 0.163, atom 35 (H): 0.183, atom 36 (H): 0.181, atom 37 (H): 0.175, atom 38 (H): 0.213, atom 39 (H): 0.190, atom 40 (H): 0.189, atom 41 (H): 0.185, atom 42 (H): 0.189, atom 43 (H): 0.182, atom 44 (H): 0.180, atom 45 (H): -0.007, atom 46 (H): 0.186, atom 47 (H): 0.216, atom 48 (H): 0.183, atom 49 (H): 0.201, atom 50 (H): 0.204, atom 51 (H): 0.202, atom 52 (H): 0.192, atom 53 (H): 0.380, atom 54 (H): 0.186, atom 55 (H): 0.388, atom 56 (H): 0.186, atom 57 (H): 0.202, atom 58 (H): 0.170, atom 59 (H): 0.184, atom 60 (H): 0.176

---

Record 2
Density functional theory data (wB97M-V/def2-TZVPD) for a 7-piece molecular cluster, C11H35N12O10 overall.

Element x y z (Å)
O  4.1884  2.1702  -0.5631
O  -1.2062  -6.0536  4.3538
O  0.2819  -2.5916  1.1129
O  1.5760  -1.4795  -0.2880
O  -2.6321  5.9407  2.7608
O  -3.6534  -0.5474  2.4499
O  2.5236  -6.7095  0.3851
O  2.2311  -1.7474  1.7306
O  1.7727  -2.3078  -3.9907
O  -1.4147  1.9012  -1.1145
N  1.8111  -4.8798  -0.6214
N  1.3485  -1.9212  0.8709
N  -1.9799  0.1133  1.0970
N  -0.3470  -5.4137  2.3985
N  3.2377  -4.6971  0.9532
N  -0.5072  -3.9893  4.0406
N  -2.5456  4.7330  -0.3365
N  4.2594  1.7912  -2.7807
N  2.9227  0.5427  -1.5629
N  -3.3432  1.6086  1.8350
N  3.3040  -3.8379  -4.3665
N  3.2171  -2.7533  -2.4687
C  -1.3912  5.2561  2.7602
C  2.4700  -5.4887  0.3084
C  -0.7348  -5.2042  3.6590
C  2.7394  -2.8924  -3.6386
C  -3.6900  5.1866  0.4851
C  -2.9757  3.7172  -1.3094
C  -3.0531  0.3228  1.8656
C  -0.7168  0.9325  -1.8572
C  3.7589  1.6035  -1.5343
C  -1.7978  2.9832  -1.9781
C  -3.2749  6.2956  1.4901
H  -0.2473  -4.5493  1.8857
H  -2.2267  2.5926  -2.9009
H  2.7292  -3.8411  1.1232
H  -1.4132  0.8761  0.7547
H  4.0742  -3.2138  -2.1975
H  2.3704  0.4544  -2.4039
H  -4.1555  1.9016  2.3589
H  -0.4599  0.0428  -1.2823
H  -4.1480  6.8773  1.7858
H  -1.7692  4.4099  0.2229
H  5.0931  2.3572  -2.8492
H  1.6852  -3.8785  -0.5790
H  -1.3205  0.6199  -2.7092
H  -2.6710  7.1068  1.0834
H  -0.5382  -6.2757  1.9081
H  -1.4614  4.8984  3.7874
H  3.8187  1.4009  -3.6014
H  4.1322  -4.3090  -4.0316
H  -3.5306  4.1567  -2.1383
H  0.2283  1.2861  -2.2695
H  2.8905  -4.1787  -5.2226
H  -1.4260  4.4910  1.9846
H  -0.3951  -3.9647  5.0440
H  3.9511  -4.9359  1.6271
H  -4.4471  5.5959  -0.1838
H  -0.9646  3.6260  -2.2620
H  -2.8928  2.1979  1.1496
H  2.5679  0.1126  -0.7208
H  -4.1476  4.3661  1.0378
H  -1.4930  -0.7694  1.1598
H  0.0201  -3.2399  3.6157
H  -0.4922  5.8697  2.7007
H  2.5981  -2.1921  -1.9013
H  1.1899  -5.3629  -1.2545
H  -3.5273  2.8874  -0.8676

## Properties
Energy relative to the best compared isomer or geometry (same formula, charge and spin) = 2.7508 eV
Total charge = -1
E = -1849.6564 hartree
HOMO = -6.92 eV

Electronic structure analysis, natural (NBO) charges in units of e: atom 1 (O): -0.655, atom 2 (O): -0.686, atom 3 (O): -0.567, atom 4 (O): -0.585, atom 5 (O): -0.555, atom 6 (O): -0.664, atom 7 (O): -0.706, atom 8 (O): -0.489, atom 9 (O): -0.696, atom 10 (O): -0.565, atom 11 (N): -0.814, atom 12 (N): 0.697, atom 13 (N): -0.849, atom 14 (N): -0.845, atom 15 (N): -0.826, atom 16 (N): -0.834, atom 17 (N): -0.635, atom 18 (N): -0.865, atom 19 (N): -0.859, atom 20 (N): -0.848, atom 21 (N): -0.843, atom 22 (N): -0.822, atom 23 (C): -0.240, atom 24 (C): 0.743, atom 25 (C): 0.758, atom 26 (C): 0.744, atom 27 (C): -0.253, atom 28 (C): -0.242, atom 29 (C): 0.759, atom 30 (C): -0.256, atom 31 (C): 0.768, atom 32 (C): -0.065, atom 33 (C): -0.078, atom 34 (H): 0.403, atom 35 (H): 0.169, atom 36 (H): 0.390, atom 37 (H): 0.390, atom 38 (H): 0.389, atom 39 (H): 0.377, atom 40 (H): 0.398, atom 41 (H): 0.224, atom 42 (H): 0.189, atom 43 (H): 0.360, atom 44 (H): 0.396, atom 45 (H): 0.395, atom 46 (H): 0.164, atom 47 (H): 0.176, atom 48 (H): 0.399, atom 49 (H): 0.202, atom 50 (H): 0.386, atom 51 (H): 0.375, atom 52 (H): 0.190, atom 53 (H): 0.161, atom 54 (H): 0.400, atom 55 (H): 0.152, atom 56 (H): 0.383, atom 57 (H): 0.404, atom 58 (H): 0.200, atom 59 (H): 0.181, atom 60 (H): 0.388, atom 61 (H): 0.438, atom 62 (H): 0.174, atom 63 (H): 0.417, atom 64 (H): 0.414, atom 65 (H): 0.168, atom 66 (H): 0.441, atom 67 (H): 0.400, atom 68 (H): 0.182